No. 1
Formula: C5H37N2O14
Source: the OMol25 dataset
Level of theory: wB97M-V/def2-TZVPD

Last column: Mulliken spin population.
CARTESIAN COORDINATES (ANGSTROEM)
O (-4.49964, 0.80456, 1.42890)  0.226
C (-4.02491, -0.04871, 0.66249)  0.536
C (-2.50951, -0.14979, 0.47743)  -0.027
C (-1.92048, -1.53895, 0.16839)  0.263
C (-2.11277, -1.78761, -1.32096)  -0.179
C (-3.31164, -2.21497, -1.80800)  0.017
N (-1.08713, -1.47614, -2.21605)  0.075
N (-1.87958, 0.23668, 1.81228)  0.046
H (-4.55013, -0.71445, -0.07300)  0.046
H (-2.18732, 0.64258, -0.19329)  0.099
H (-0.87224, -1.70984, 0.41489)  -0.045
H (-2.35437, -2.39991, 0.73312)  0.099
H (-3.91178, -2.51674, -0.95956)  -0.005
H (-3.59458, -2.21374, -2.85065)  0.001
H (-1.32459, -1.33884, -3.21112)  -0.012
H (-0.55807, -0.65480, -1.90687)  -0.008
H (-0.94392, 0.61391, 1.68553)  -0.040
H (-1.87423, -0.64492, 2.34385)  -0.070
H (-2.34285, 1.11849, 2.08584)  0.026
H (-1.05653, 4.40318, -1.38277)  -0.001
H (0.56699, 4.57384, -1.53946)  0.000
O (-0.19637, 4.48785, -0.96149)  0.003
H (0.72451, -3.54182, 0.73661)  0.002
H (1.50690, -4.38235, 1.81848)  0.000
O (1.15064, -3.50929, 1.63415)  -0.006
H (-0.03303, 3.13564, 1.67957)  -0.003
H (-0.72195, 3.69934, 0.45137)  0.004
O (-0.91507, 3.22845, 1.30819)  0.002
H (1.91618, 3.04347, 0.22342)  -0.003
H (1.26468, 2.98932, -1.22843)  0.001
O (1.35083, 2.54578, -0.39078)  0.002
H (-0.03385, -3.29536, -1.45314)  0.000
H (1.37734, -2.78117, -1.69671)  0.005
O (0.85880, -3.28438, -1.04443)  -0.007
H (0.97061, 1.55550, 0.94543)  -0.001
H (1.90163, 0.42801, 1.56458)  0.007
O (1.15811, 1.05326, 1.75615)  -0.030
H (1.58575, 0.74399, -1.91973)  0.001
H (1.52449, -0.63845, -2.51469)  0.005
O (1.02764, 0.20975, -2.50719)  -0.016
H (2.54374, -1.83301, 1.55671)  -0.003
H (1.88047, -1.63320, 0.05986)  0.002
O (2.11895, -1.26097, 0.91426)  0.006
H (3.91692, -0.77719, 0.30897)  -0.001
H (5.11979, -0.10296, 0.94588)  -0.001
O (4.64900, -0.17122, 0.10803)  0.001
H (3.17628, -1.95148, -3.18063)  -0.001
H (3.52633, -1.52509, -1.66014)  0.001
O (2.82638, -1.80715, -2.27690)  -0.001
H (2.58058, 1.75757, 2.77247)  0.001
H (2.17881, 3.19030, 3.17405)  0.000
O (2.85377, 2.67788, 2.68613)  -0.002
H (-1.39308, 1.70624, -3.96640)  0.000
H (0.16540, 1.72952, -3.54130)  0.003
O (-0.65270, 2.20845, -3.62164)  0.001
H (0.15200, -2.43322, 3.29560)  0.003
H (0.49164, -1.21791, 2.42979)  0.011
O (-0.12669, -1.52189, 3.13457)  -0.031

## Properties
- total charge = 0
- spin multiplicity = 2
- energy (a.u.) = -1375.4113

No. 2
Formula: C5H38NO13
Source: the OMol25 dataset
Level of theory: wB97M-V/def2-TZVPD

Last column: natural (NBO) charge in e.
CARTESIAN COORDINATES (ANGSTROEM)
C (-2.88769, -1.17203, -0.96698)  -0.660
C (-1.43340, -0.77552, -1.20310)  -0.035
C (-0.66815, -0.54378, 0.13568)  -0.488
C (0.85576, -0.58691, -0.07193)  -0.185
C (1.71521, -1.00652, 0.84747)  -0.407
N (-1.43806, 0.51301, -2.00207)  -0.725
H (-3.16526, -1.80915, -1.80688)  0.226
H (-3.02570, -1.74894, -0.05046)  0.264
H (-3.58027, -0.34404, -0.80464)  0.227
H (-0.91754, -1.47674, -1.84095)  0.229
H (-0.86140, -1.43494, 0.71390)  0.257
H (-0.93813, 0.43504, 0.50240)  0.222
H (1.17339, -0.19738, -1.02473)  0.205
H (2.75420, -1.17895, 0.57601)  0.213
H (1.49912, -1.33776, 1.85756)  0.197
H (-0.49115, 0.79173, -2.24674)  0.433
H (-1.73800, 1.33399, -1.40728)  0.466
H (-1.79762, 0.35117, -2.94761)  0.471
H (-2.79471, 0.39572, 2.19623)  0.507
H (-1.95994, 1.82108, 2.52924)  0.528
O (-2.71901, 1.36902, 2.09421)  -1.009
H (3.28459, 3.01319, 2.96540)  0.490
H (2.48407, 4.27973, 2.49468)  0.484
O (2.93185, 3.48478, 2.20720)  -0.960
H (2.87936, 2.84912, 0.40542)  0.508
H (2.01684, 1.77480, -0.13411)  0.457
O (2.76008, 2.33924, -0.42858)  -0.977
H (0.98998, -3.29517, 1.49996)  0.480
H (0.61633, -3.47516, -0.01038)  0.498
O (0.25568, -3.49590, 0.91268)  -0.981
H (0.21658, -0.65770, -4.23252)  0.513
H (-0.07725, 0.73359, -5.03453)  0.489
O (-0.44870, 0.01271, -4.51136)  -1.023
H (-2.82795, -3.78176, 2.57583)  0.482
H (-1.71372, -3.04319, 1.81038)  0.488
O (-2.66757, -3.06576, 1.95912)  -0.969
H (4.29251, -0.02662, -3.39603)  0.491
H (3.38555, 0.79001, -2.45843)  0.506
O (3.35934, 0.07061, -3.12337)  -0.983
H (0.43197, 0.99971, 3.08555)  0.490
H (0.33352, 2.23558, 2.23786)  0.497
O (-0.09314, 1.82819, 3.02350)  -0.992
H (-2.41091, 3.53002, -0.25256)  0.509
H (-2.25451, 2.16732, 0.55619)  0.525
O (-2.02213, 2.65187, -0.27815)  -1.015
H (-0.26214, 3.15168, 0.36575)  0.498
H (0.37748, 4.42890, 1.06048)  0.488
O (0.47235, 3.48270, 0.94514)  -0.982
H (0.96673, -4.75094, -1.78449)  0.501
H (-0.45859, -4.25432, -1.93212)  0.500
O (0.45279, -3.92938, -1.91714)  -0.968
H (0.19868, 0.05678, 5.43191)  0.476
H (-1.07356, -0.41885, 4.89280)  0.475
O (-0.13202, -0.46321, 4.69770)  -0.946
H (1.94614, -1.21017, -3.31082)  0.519
H (1.10133, -2.41450, -2.75126)  0.513
O (1.05530, -1.46787, -2.99458)  -1.016

## Properties
- total charge = +1
- spin multiplicity = 1
- energy (a.u.) = -1245.9613

No. 3
Formula: C5H38NO15
Source: the OMol25 dataset
Level of theory: wB97M-V/def2-TZVPD

Last column: Mulliken spin population.
CARTESIAN COORDINATES (ANGSTROEM)
C (-1.68276, 2.37598, 3.01443)  0.035
O (-1.11679, 3.68894, 3.00181)  0.028
C (-1.15069, 1.51617, 1.83565)  0.029
C (-1.72164, 0.17165, 2.37949)  0.030
C (-1.85117, -0.95261, 1.36842)  0.004
C (-3.12946, -0.77534, 0.47755)  -0.001
O (-3.16821, -1.79904, -0.46374)  0.002
N (0.33060, 1.46099, 1.86862)  0.663
H (-2.72867, 2.69753, 2.88725)  -0.002
H (-1.56733, 2.01462, 4.07966)  0.007
H (-0.16927, 3.60746, 2.81043)  0.001
H (-1.49290, 1.83665, 0.84345)  0.070
H (-1.10899, -0.15224, 3.23769)  -0.012
H (-2.66927, 0.34922, 2.84843)  0.001
H (-1.96357, -1.94327, 1.81011)  0.001
H (-0.99969, -1.07801, 0.70972)  -0.005
H (-4.01493, -0.91964, 1.06380)  0.001
H (-3.00185, 0.23185, 0.03486)  0.003
H (0.59718, 0.56157, 1.41597)  0.022
H (0.72295, 2.14924, 1.23801)  -0.018
H (-3.58650, 1.08666, -1.71449)  0.000
H (-3.80780, 2.55843, -1.91846)  0.000
O (-4.30069, 1.73767, -1.88190)  0.000
H (0.54837, 1.64893, -2.20692)  0.000
H (-0.08271, 3.11133, -2.28423)  0.000
O (-0.12391, 2.33977, -1.71728)  0.001
H (-0.81063, -1.12862, -4.22047)  0.000
H (-1.94957, -0.13497, -2.92113)  0.000
O (-0.69081, -0.17491, -4.21821)  0.000
H (-0.36835, -3.08010, -3.28593)  0.000
H (0.98740, -2.92543, -3.95226)  0.000
O (0.08656, -3.23475, -4.11088)  0.000
H (1.79378, 2.14176, -0.83400)  0.000
H (2.55638, 3.35098, -0.00533)  0.001
O (2.59950, 2.48899, -0.40044)  0.000
H (2.31997, -2.89406, 0.82149)  0.000
H (0.64096, -2.95726, 0.96238)  0.000
O (1.44858, -3.17880, 0.52630)  0.000
H (1.55247, -1.68227, 3.51009)  0.000
H (1.86340, -0.34435, 2.71718)  0.001
O (2.20124, -0.99201, 3.35532)  0.000
H (1.90697, 0.47280, -3.15814)  0.000
H (0.04882, 0.00415, -3.55404)  0.000
O (1.26509, 0.24744, -2.47344)  0.001
H (2.42476, 1.60419, 1.04746)  -0.005
H (2.65941, 0.11107, 1.58914)  -0.008
O (2.50337, 1.02034, 1.82271)  0.151
H (3.91541, -1.82072, 1.07556)  0.000
H (3.75046, -2.02035, 2.52370)  0.000
O (3.73668, -2.53495, 1.69051)  0.001
H (2.57549, -0.08743, -0.95063)  0.000
H (2.89985, -1.50352, -1.31548)  0.000
O (3.02775, -0.86390, -0.56658)  0.000
H (-2.70248, -1.48768, -1.28058)  0.000
H (-1.13470, 0.34606, -1.77603)  0.000
O (-2.05656, 0.14703, -1.99024)  0.001
H (1.33689, -2.73624, -1.18557)  0.000
H (1.41610, -1.34895, -2.11331)  0.000
O (1.43548, -2.32805, -2.06748)  0.000

## Properties
- total charge = 0
- spin multiplicity = 2
- energy (a.u.) = -1396.4366

No. 4
Formula: C5H39N2O13
Source: the OMol25 dataset
Level of theory: wB97M-V/def2-TZVPD

Last column: natural (NBO) charge in e.
CARTESIAN COORDINATES (ANGSTROEM)
C (1.11313, -0.55580, -1.80675)  -0.234
N (-0.22715, -0.90608, -2.32654)  -0.887
C (0.95208, 0.56379, -0.73361)  -0.061
N (-0.03822, 0.09610, 0.30488)  -0.623
C (0.46422, 0.57595, 1.66469)  -0.237
C (1.83332, 1.23278, 1.42729)  -0.432
C (2.27447, 0.86309, 0.00244)  -0.401
H (1.76698, -0.25289, -2.63388)  0.201
H (1.58140, -1.47298, -1.34505)  0.207
H (-0.65795, -0.15477, -2.83042)  0.392
H (-0.21868, -1.69891, -2.88559)  0.364
H (0.53943, 1.49031, -1.18057)  0.226
H (-0.08301, -0.97621, 0.26463)  0.476
H (-0.99433, 0.50971, 0.08625)  0.483
H (0.58306, -0.30914, 2.28646)  0.224
H (-0.28035, 1.25650, 2.10041)  0.238
H (1.75485, 2.34629, 1.49375)  0.233
H (2.56147, 0.94579, 2.18688)  0.234
H (2.86519, 1.60974, -0.48501)  0.241
H (2.92767, -0.08019, 0.05557)  0.207
H (-3.25700, -2.55097, -1.16709)  0.506
H (-1.81125, -2.19037, -0.69843)  0.541
O (-2.77500, -1.89368, -0.68088)  -1.004
H (-1.40330, 4.40637, 2.01382)  0.503
H (-1.51220, 2.84246, 1.55286)  0.510
O (-0.89200, 3.58169, 1.66341)  -1.015
H (2.76556, -2.90929, -0.25454)  0.496
H (2.15622, -3.12066, 1.18395)  0.501
O (2.11633, -3.41059, 0.25961)  -1.009
H (-3.64483, -1.06800, 2.24065)  0.502
H (-2.86874, -1.30237, 0.86035)  0.525
O (-2.74540, -1.01577, 1.85660)  -1.021
H (0.62811, 3.96322, -3.34904)  0.484
H (0.18912, 3.78663, -1.89837)  0.508
O (-0.09361, 3.67190, -2.81075)  -0.981
H (-2.93791, 1.58269, 0.51470)  0.511
H (-2.65984, 0.74854, 1.76244)  0.493
O (-2.72823, 1.65634, 1.47383)  -1.003
H (-2.28220, 1.07864, -1.84782)  0.515
H (-2.67029, -0.17191, -1.12148)  0.509
O (-2.45545, 0.75947, -0.97659)  -1.010
H (0.21270, 3.71705, 0.35045)  0.509
H (1.16115, 4.73776, -0.16619)  0.478
O (0.85765, 3.90270, -0.32881)  -0.978
H (-0.60862, -3.11652, 1.03493)  0.503
H (0.49187, -3.07722, 0.00742)  0.524
O (-0.39635, -2.71829, 0.21164)  -1.005
H (2.13843, -2.96403, 3.46090)  0.491
H (0.83471, -2.53962, 2.75535)  0.499
O (1.76863, -2.44221, 2.72180)  -0.977
H (-2.31214, 1.81284, -4.14466)  0.499
H (-1.03724, 2.37501, -3.26400)  0.525
O (-1.65123, 1.57067, -3.41646)  -1.034
H (4.69347, -2.07754, -1.00252)  0.494
H (3.91839, -2.78109, -2.12265)  0.494
O (3.82371, -2.16309, -1.39900)  -0.949
H (-1.51557, -2.01307, 2.57667)  0.509
H (-1.29896, -3.08312, 3.63295)  0.496
O (-0.91627, -2.66763, 2.86912)  -0.993

## Properties
- total charge = +1
- spin multiplicity = 1
- energy (a.u.) = -1301.4156